# 1
A structure of composition C28H31CrF6N5O3, computed with ωB97M-V with the def2-TZVPD basis set.

Results
Kohn-Sham gap (alpha / beta) in Eh: 0.2569 / 0.2945
Multiplicity: 4
Net charge: +1
Expectation value of S²: 3.80
Lowest unoccupied orbital energy (alpha / beta) in eV: -3.4 / -2.5
Relative energy (zero: lowest compared OMol25 entry of this formula, charge and spin) in eV: 0.219
E_tot in eV: -87855.23598

```
74
C28H31CrF6N5O3 ωB97M-V with the def2-TZVPD basis set
H -1.17 3.02 -4.54
C -4.72 1.89 0.76
N -0.83 1.06 -1.93
C 3.79 -0.60 -0.88
N -0.59 0.88 0.81
N -1.86 1.87 -1.59
O -1.82 -1.94 1.30
C -6.19 2.18 0.75
H 3.42 2.76 5.12
F 4.07 2.15 -1.21
H -1.24 -1.46 -3.43
H 0.48 -1.80 -3.10
F 3.52 -1.32 -3.56
C 0.13 1.19 1.99
C 2.86 0.15 -1.83
H 1.37 -3.08 -0.29
C 1.36 -2.62 0.69
H 0.38 0.95 -3.62
F 2.24 2.43 -2.32
C 2.86 1.64 -1.43
O -0.74 -1.86 -1.45
H -2.25 0.85 2.86
H 1.53 -2.11 3.90
H 2.69 1.49 6.10
C -2.14 -2.47 2.58
C -4.07 1.49 1.94
C 0.75 2.82 3.67
C 0.99 0.29 2.61
C -1.94 1.27 0.79
H -6.48 2.73 -0.14
H -3.23 -2.58 2.69
C 2.47 2.34 5.46
C -2.73 1.18 1.94
H -1.77 -1.77 3.32
H -0.63 3.18 2.08
H 3.73 -1.67 -1.08
H -2.63 -1.12 -1.02
H 4.82 -0.26 -1.00
H -2.57 -2.70 -1.83
H -2.90 3.48 -2.47
C -0.55 -2.08 -2.87
H 1.96 3.10 6.05
C 0.03 2.46 2.55
C -2.13 2.74 -2.58
C -2.59 1.69 -0.37
C -3.95 1.97 -0.39
F 2.16 1.75 -0.27
Cr 0.17 -0.15 -0.60
H -0.72 -3.13 -3.08
C -2.22 -2.80 0.26
F 2.59 0.52 -4.19
H -4.64 1.41 2.86
C -2.11 -2.08 -1.06
H 1.86 -4.20 2.17
O 1.56 -0.31 -1.87
C -1.24 2.49 -3.60
C 1.63 1.93 4.28
H -1.67 -3.45 2.73
C 3.41 -0.02 -3.27
C 1.75 0.66 3.72
H 3.48 -0.41 0.15
H -6.48 2.76 1.62
H 2.45 -0.05 4.14
N 1.14 -1.04 2.12
H -6.77 1.25 0.77
H 0.65 3.82 4.07
H -1.62 -3.72 0.25
C -0.45 1.44 -3.15
H -4.42 2.25 -1.32
F 4.61 0.55 -3.42
C 1.45 -2.14 2.83
C 1.60 -3.18 1.94
N 1.09 -1.32 0.81
H -3.28 -3.08 0.38
```

# 2
A structure of composition C54H71NO3P3PtS2 at a distorted geometry, computed with ωB97M-V with the def2-TZVPD basis set.

Results
Kohn-Sham gap in Eh: 0.2299
Multiplicity: 1
Net charge: +1
Lowest unoccupied orbital energy in eV: -2.8
E_tot in eV: -117564.32019

```
135
C54H71NO3P3PtS2 ωB97M-V with the def2-TZVPD basis set
H 0.23 -6.98 -0.94
C -0.59 -0.30 2.08
C -1.56 3.58 6.81
H 0.31 -0.25 -1.56
H 0.20 -3.65 -4.80
O -0.85 -1.51 -1.28
H 4.30 -2.26 4.66
H -1.74 -4.88 0.08
C 0.07 5.95 1.74
H -3.53 4.33 7.21
H 0.32 2.78 6.12
H 3.91 -2.45 2.20
H 3.68 0.29 -2.29
H -4.73 -1.16 -2.71
H -2.31 2.24 0.90
C -1.66 -2.11 3.23
C -0.73 -5.28 -0.03
C -4.38 -1.69 0.04
C -2.03 -1.26 4.27
H 6.45 1.75 1.56
C -0.38 4.81 2.39
C -1.79 -1.45 -6.56
C -0.27 -4.02 -2.22
H -0.37 6.91 2.00
C -3.72 -3.50 -1.57
C -3.28 3.81 5.15
H 4.60 2.06 -3.75
C -1.44 -6.36 -2.16
C -0.79 -6.59 -0.80
H 2.46 4.58 -0.22
C 1.46 3.25 -3.33
P 3.07 0.69 3.18
H -1.94 0.73 5.06
H -4.29 0.29 -0.82
H -4.07 -3.77 0.55
C 4.62 -1.46 3.99
H -3.17 -0.35 -2.91
S 1.63 1.58 4.32
H 0.85 4.10 -3.60
H -1.23 3.67 7.84
C 4.64 2.70 2.23
H -4.29 4.10 4.88
C -2.43 3.29 4.19
C 1.23 3.51 1.17
H -2.48 -6.07 -2.00
H -2.66 -1.54 -7.21
H -1.26 0.21 -3.55
H 0.57 -1.55 -3.47
C 0.16 -4.29 -0.76
Pt 0.29 0.91 0.71
H 0.19 -3.33 -0.24
H -3.00 -0.94 -4.87
H -4.02 3.17 -0.59
C -0.41 -1.75 -3.93
H -5.43 -1.83 -0.24
C -2.85 3.94 6.47
C 6.13 2.71 1.97
C -0.97 0.56 3.12
H 3.15 3.96 -4.44
C 5.88 -0.81 4.53
C 1.07 5.88 0.79
H -1.36 -7.34 -0.24
C 0.18 3.57 2.10
H -2.56 -1.64 5.13
C 1.74 1.19 -2.15
H -1.12 -3.48 -6.87
C -2.71 3.23 -2.30
C -3.70 -1.11 -2.33
H 0.21 -5.77 -3.36
H -2.78 3.16 3.17
C -0.70 -5.30 -2.98
C -3.07 -2.51 -2.54
H -0.98 -1.01 -7.14
H -0.15 0.14 -4.91
H -3.29 -2.84 -3.56
H -2.59 -2.87 0.16
H 4.68 4.18 3.79
H 5.18 -1.25 1.92
S 2.63 0.14 1.29
C -0.45 2.42 -1.96
C 3.06 1.13 -2.59
H 6.13 0.06 3.93
H 0.66 -2.22 -5.71
H -0.66 -2.31 1.35
P -1.23 -2.43 -2.41
H 1.77 2.59 1.00
C -1.12 2.94 4.54
H -3.46 3.67 -2.95
C -0.96 -1.63 2.14
C -1.68 0.08 4.24
H 1.18 -4.69 -0.77
N 1.23 0.17 -1.34
H -1.17 4.91 3.11
H -1.31 -5.02 -3.84
H 5.72 -0.49 5.56
H -3.26 -4.48 -1.67
C -3.73 -0.65 -0.87
H 3.08 3.90 3.11
H -4.78 -3.60 -1.84
P -0.10 2.16 3.24
C -3.64 -3.02 -0.12
H 6.36 3.49 1.24
H -1.46 -7.28 -2.73
C -0.77 2.11 -0.62
H 4.27 4.82 2.18
C -0.15 -2.67 -5.13
C 2.77 3.18 -3.79
C 4.13 3.98 2.86
H -1.91 -3.17 3.30
O 3.50 -0.51 4.07
C -1.44 2.97 -2.77
H 0.64 -3.67 -2.71
H 1.90 -0.55 -1.13
C 4.83 -2.02 2.60
H 5.59 -2.81 2.65
H -4.34 -1.35 1.07
H -0.33 -5.45 0.98
C -2.05 2.43 -0.14
H 1.44 6.77 0.31
H -2.71 -0.45 -0.53
H -2.20 -3.28 -5.49
H 6.67 2.91 2.89
C -1.37 -2.82 -6.04
C 0.93 2.27 -2.50
C 1.65 4.65 0.50
C -3.03 2.96 -0.97
H -2.41 0.46 -5.75
C -0.96 -0.39 -4.41
C 3.58 2.12 -3.41
C -0.69 3.08 5.85
C -2.13 -0.53 -5.38
H 6.71 -1.52 4.50
H 4.11 2.50 1.29
O 4.38 1.58 3.13
H -1.21 3.18 -3.81
```

# 3
A cluster of 10 separate species, C4H26O9 in total at a distorted geometry, computed with ωB97M-V with the def2-TZVPD basis set.

Results
Kohn-Sham gap in Eh: 0.3588
SMILES: C/C=C/C.O.O.O.O.O.O.O.O.O
Multiplicity: 1
Lowest unoccupied orbital energy in eV: -0.1
Relative energy (zero: lowest compared OMol25 entry of this formula, charge and spin) in eV: 3.190
E_tot in eV: -22995.64251

```
39
C4H26O9 ωB97M-V with the def2-TZVPD basis set
H -1.87 2.90 -0.76
H 1.53 3.49 2.43
H 0.27 4.29 2.13
H -1.86 -1.44 -1.85
C -0.61 -1.70 -3.57
O -2.39 -3.34 -0.78
H -4.12 1.70 0.26
H 3.44 -2.99 1.33
C -0.22 -0.57 0.08
O 0.19 0.56 3.12
O 2.98 -3.29 2.12
H 2.04 -3.26 1.91
H 2.10 2.64 -0.55
H -0.41 -1.46 0.69
O 2.28 2.39 -1.46
H -1.31 -1.07 -4.12
O 4.02 0.37 -2.14
H 1.20 -1.34 -1.51
H 3.49 1.15 -1.92
H 3.39 -0.29 -1.83
H 0.49 0.14 0.49
H 0.24 1.13 2.34
O -1.83 -1.72 3.27
O -3.21 1.88 0.54
H -2.87 0.99 0.35
H 0.95 -0.03 3.06
H -1.18 -0.09 0.24
H -1.41 -1.07 3.84
H -0.94 3.39 -1.89
C -0.81 -1.39 -2.12
O 0.59 3.39 2.22
H 1.55 2.44 -2.07
C 0.17 -1.06 -1.30
H -1.44 -3.36 -0.81
H -1.61 -1.45 2.38
H 0.38 -1.43 -3.97
H -0.62 -2.75 -3.91
H -2.97 -4.07 -0.96
O -1.40 3.67 -1.10
```

# 4
A structure of composition C13H10F5NSYb at a distorted geometry, computed with ωB97M-V with the def2-TZVPD basis set.

Results
Kohn-Sham gap (alpha / beta) in Eh: 0.2262 / 0.1901
Multiplicity: 2
Net charge: -1
Expectation value of S²: 0.77
Lowest unoccupied orbital energy (alpha / beta) in eV: 2.5 / 2.5
Relative energy (zero: lowest compared OMol25 entry of this formula, charge and spin) in eV: 1.349
E_tot in eV: -71080.29527

```
31
C13H10F5NSYb ωB97M-V with the def2-TZVPD basis set
H -2.21 1.78 -1.02
C 0.76 0.12 3.00
F 0.28 -2.22 2.73
H -0.82 0.74 -3.11
F -0.91 2.44 5.32
F -0.89 -2.31 5.23
C 0.70 -2.37 -0.45
C -0.19 2.10 -0.12
H 2.89 -2.41 -0.57
Yb -0.31 -0.62 0.18
C 1.11 1.81 -0.60
C 0.41 1.30 3.70
C 0.98 1.21 -1.87
H -0.29 -2.37 -1.01
S 1.82 0.07 1.67
N -3.70 -0.56 1.09
F -1.71 0.04 6.37
H 2.01 -1.79 -2.04
H -0.41 2.63 0.81
C -1.12 1.65 -1.08
C 1.91 -2.22 -1.02
C -0.92 0.07 5.28
H 0.46 -2.58 0.61
H -3.61 -1.53 0.90
C -0.40 1.09 -2.16
C -0.48 1.28 4.77
C -0.54 -1.13 4.67
H 1.80 0.95 -2.55
H 2.05 2.11 -0.13
F 0.97 2.48 3.34
C 0.19 -1.07 3.50
```

# 5
A structure of composition C27H39EuO6 at a distorted geometry, computed with ωB97M-V with the def2-TZVPD basis set.

Results
Kohn-Sham gap (alpha / beta) in Eh: 0.1026 / 0.1569
Multiplicity: 7
Net charge: -2
Expectation value of S²: 12.02
Lowest unoccupied orbital energy (alpha / beta) in eV: 4.5 / 4.5
E_tot in eV: -60242.20080

```
73
C27H39EuO6 ωB97M-V with the def2-TZVPD basis set
C -1.44 -2.55 3.26
C -2.73 -0.63 3.30
C -0.60 -3.72 -6.18
H -0.39 -2.50 -3.18
O -1.35 1.07 -0.87
H -0.24 -4.49 -5.48
H 1.59 3.47 4.20
H -0.05 0.73 6.23
H 3.73 -1.00 -6.21
H -1.46 -4.07 -6.75
H 0.80 2.47 -0.74
H 1.27 0.99 -1.62
C -1.28 -0.57 -2.64
H 0.42 2.24 7.03
H -3.41 0.18 3.00
O 1.67 -1.22 -6.34
H 1.42 -3.03 4.27
H 0.77 4.34 5.52
C -1.00 0.84 -3.27
H -1.51 3.53 6.36
C 1.77 -2.10 3.83
C -1.35 -1.98 4.56
C -0.63 -1.35 -5.62
H -2.26 2.07 5.69
H -2.61 -1.91 1.44
C 0.25 -0.84 -4.49
C 1.57 -1.35 -5.00
C -0.75 1.74 -2.03
C 0.61 3.73 4.62
C -1.61 2.92 5.45
H 0.13 4.35 3.86
H 0.77 -1.34 -2.48
H 2.96 1.04 3.85
C -2.14 -0.80 4.59
C -2.30 -1.72 2.47
C -0.23 2.49 4.95
H -1.94 1.17 -3.75
C 2.08 -0.91 4.53
C 2.64 -0.58 2.32
H 3.17 -2.62 -6.71
C 2.97 -1.54 -6.80
Eu -0.12 -0.09 2.54
H 1.08 1.08 -3.97
H -0.98 -3.48 2.93
H -0.99 3.58 -3.14
H -2.15 3.51 4.70
H -2.21 -0.98 -3.07
H -2.38 -0.71 -0.76
C -1.43 3.09 -2.26
O -0.88 -0.72 -6.64
C -0.12 -1.44 -3.12
H 2.02 -0.76 5.61
H 0.22 -3.40 -6.85
O -1.05 -2.61 -5.37
O -0.35 1.71 3.79
C 0.44 1.70 6.07
H 1.49 1.47 5.84
H -2.50 2.94 -2.45
C 0.73 1.95 -1.71
H -0.60 -0.85 -0.58
H -0.16 1.17 -5.26
C -1.41 -0.34 -1.14
H 1.21 2.58 -2.47
H -2.32 -0.17 5.46
C 2.60 0.04 3.60
O 2.44 -1.90 -4.32
H 3.04 -0.15 1.40
H 2.04 -2.66 1.67
H 2.99 -1.22 -7.85
H -0.84 -2.42 5.41
C 0.11 0.69 -4.32
C 2.10 -1.91 2.45
H -1.30 3.74 -1.39
```